## A
Here is the molecule C7H12O from the Open Molecules 2025 dataset. Energies are from ωB97M-V with the def2-TZVPD basis set.

Atoms and positions in Å:
C: -1.6465 -0.3596 -2.2168
C: -1.3495 -0.5257 -0.9294
C: -1.5320 -1.8647 -0.2969
C: -0.7182 0.5544 -0.0880
C: 0.7675 0.2164 0.1568
C: 1.4522 1.2845 1.0240
C: 2.6241 0.8131 1.8360
O: 2.9238 1.2857 2.9008
H: -2.1315 -0.9670 -2.9620
H: -1.4532 0.6475 -2.5880
H: -2.1354 -2.5660 -0.8661
H: -0.5600 -2.3628 -0.1689
H: -1.8933 -1.8240 0.7352
H: -0.8674 1.5160 -0.5794
H: -1.2793 0.6264 0.8471
H: 0.9279 -0.7569 0.6085
H: 1.2258 0.2986 -0.8302
H: 1.7607 2.1714 0.4473
H: 0.7283 1.8180 1.6574
H: 3.1560 -0.0054 1.3126

Calculated values
**SMILES**: C=C(C)CCCC=O
**Charge**: 0
**Frontier orbital gap**: 10.3 eV

## B
Here is the molecule C7H12O from the Open Molecules 2025 dataset. Energies are from ωB97M-V with the def2-TZVPD basis set.

Atoms and positions in Å:
C: -1.0890 -0.7359 -2.2372
C: -1.0214 -0.6072 -0.7358
C: 0.1602 -0.5746 -0.1153
C: 1.4830 -0.5154 -0.8025
C: 0.1637 -0.5506 1.4377
C: 0.5037 0.9200 1.8431
C: -0.5615 1.8734 1.3158
O: -1.5942 2.1460 1.8618
H: -2.1148 -0.6136 -2.6107
H: -0.5850 0.0822 -2.7759
H: -0.6542 -1.6608 -2.5569
H: -1.9727 -0.5040 -0.2319
H: 2.1318 0.1243 -0.1756
H: 2.0518 -1.4441 -0.7538
H: 1.6451 -0.0015 -1.7549
H: -0.8012 -0.7935 1.9074
H: 0.8493 -1.3475 1.7269
H: 1.5135 1.1351 1.4976
H: 0.3583 0.9878 2.9348
H: -0.4665 2.0801 0.2256

Calculated values
**SMILES**: C/C=C(\C)CCC=O
**Charge**: 0
**Frontier orbital gap**: 10.0 eV

## C
Here is a structure of composition C7H12O from the Open Molecules 2025 dataset. Energies are from ωB97M-V with the def2-TZVPD basis set.

Atoms and positions in Å:
C: 0.2344 -0.1761 0.0753
C: 0.7543 0.0728 -1.2003
C: 1.1834 0.9711 -0.0647
C: -1.5002 0.5955 -0.2960
C: 0.1665 -1.3426 0.9860
C: -1.9855 1.1871 1.0067
C: 2.1010 -1.2573 -1.4326
O: 1.9635 -2.4089 -1.7448
H: 0.3529 0.2272 -2.1888
H: 3.1671 -0.8924 -1.3701
H: 0.7907 1.9789 -0.0072
H: 2.1987 0.8698 0.2976
H: -2.0832 -0.2593 -0.6326
H: -1.4512 1.3395 -1.0890
H: -0.1593 -1.0356 1.9789
H: 1.1475 -1.8189 1.0421
H: -0.5300 -2.0881 0.6021
H: -2.9794 1.6316 0.8926
H: -1.3164 1.9750 1.3564
H: -2.0548 0.4308 1.7886

Calculated values
**Charge**: 0
**Frontier orbital gap**: 9.3 eV

Most stable = A

## A
Here is the molecule CH6N4 from the Open Molecules 2025 dataset. Energies are from ωB97M-V with the def2-TZVPD basis set.

Atoms and positions in Å:
C: 0.9378 0.2940 0.2109
N: -2.5672 0.2933 0.2285
N: -1.3269 0.6684 -0.0213
N: -0.7932 -1.5109 -0.1907
N: -0.3292 -0.2352 -0.1734
H: 1.7183 -0.2879 -0.0800
H: 0.9978 1.2075 -0.2460
H: 0.8350 0.4569 1.2595
H: -2.5794 -0.6208 0.5930
H: -1.0399 1.5778 -0.2292
H: 0.0547 -1.9777 -0.4659

Calculated values
**Charge**: 0
**Frontier orbital gap (spin up / spin down)**: 8.2 / 8.0 eV

## B
Here is the molecule CH6N4 from the Open Molecules 2025 dataset. Energies are from ωB97M-V with the def2-TZVPD basis set.

Atoms and positions in Å:
C: -0.9296 -0.8389 -1.2994
N: 0.3042 1.0161 0.6762
N: 0.9014 0.2694 1.6843
N: -0.4963 0.5930 -0.8069
N: 0.7071 0.2356 -0.8227
H: -0.3727 1.7179 0.9745
H: 1.6244 -0.3854 1.3802
H: 1.4584 0.8083 2.3405
H: -1.7941 -1.0150 -0.6555
H: -1.1646 -0.7334 -2.3527
H: -0.2383 -1.6677 -1.1186

Calculated values
**Charge**: 0
**Frontier orbital gap (spin up / spin down)**: 8.0 / 8.1 eV

## C
Here is a structure of composition CH6N4 from the Open Molecules 2025 dataset. Energies are from ωB97M-V with the def2-TZVPD basis set.

Atoms and positions in Å:
C: 0.2813 0.4492 0.2462
H: -0.0075 -2.0258 0.9477
H: -1.5673 -1.9372 -0.3107
H: 0.4370 -0.3132 -1.4743
H: -0.1421 2.0179 -1.4119
H: 0.5519 2.7837 -0.0446
H: -0.1235 -0.5132 1.9043
N: -0.3405 -1.8926 -0.3463
N: -0.0307 -0.5500 -0.5572
N: 0.5425 1.7199 -0.4762
N: 0.3987 0.2612 1.5228

Calculated values
**Charge**: 0
**Frontier orbital gap**: 9.3 eV

Most stable = C

## A
Here is a structure of composition C6H8N2 from the Open Molecules 2025 dataset. Energies are from ωB97M-V with the def2-TZVPD basis set.

Atoms and positions in Å:
C: -0.6377 -0.5780 1.5950
C: 0.5848 0.1924 1.4435
C: 0.4176 0.8055 -0.0050
C: 0.6198 1.4859 -1.8785
C: -0.0742 -0.2443 -0.7778
C: -0.7181 -1.3096 0.0639
H: -1.6690 0.0179 1.5160
H: -0.6433 -1.3141 2.4694
H: 0.9084 1.0771 2.3008
H: 1.6446 -0.3460 1.6268
H: 0.9594 2.1194 -2.7350
H: -0.1706 -0.0705 -2.9225
H: -0.4037 -2.5294 0.0819
H: -1.7719 -1.4695 -0.0338
N: 0.9440 1.8818 -0.6978
N: 0.0099 0.2812 -2.0468

Calculated values
**Charge**: 0
**Frontier orbital gap**: 9.1 eV

## B
Here is the molecule C6H8N2 from the Open Molecules 2025 dataset. Energies are from ωB97M-V with the def2-TZVPD basis set.

Atoms and positions in Å:
C: -1.5900 -0.3492 2.3985
C: -0.1900 -0.1567 1.9012
N: 1.0250 -0.6411 1.7992
C: 0.7585 0.6800 1.2948
C: 0.7202 0.9528 -0.4940
N: 0.4887 1.7166 -1.4219
C: 1.0589 0.3580 -1.7141
C: 0.1887 -0.6117 -2.5064
H: -2.0642 -0.4662 1.3890
H: -2.0057 0.6002 2.8669
H: -1.4915 -1.2694 2.9764
H: 1.1741 1.4881 1.8553
H: 2.1321 0.3859 -2.0523
H: 0.1712 -0.4869 -3.5694
H: -0.9269 -0.4957 -2.2446
H: 0.5511 -1.7048 -2.4786

Calculated values
**SMILES**: CC1=N[C@H]1C1=N[C@@H]1C
**Charge**: 0
**Frontier orbital gap**: 9.9 eV

Most stable = A

## A
Here is a structure of composition C6H8N2 from the Open Molecules 2025 dataset. Energies are from ωB97M-V with the def2-TZVPD basis set.

Atoms and positions in Å:
C: 1.3346 1.4706 -1.7493
C: 0.5127 0.4119 -1.0746
C: 1.0868 -0.8256 -0.5743
C: 0.4620 -1.3985 0.5810
C: -1.5823 -0.4980 1.5517
C: -0.3882 0.8033 0.0201
H: 0.6914 2.4951 -2.0564
H: 1.6750 0.9054 -2.8330
H: 2.2293 1.9247 -1.2353
H: 1.9001 -1.3314 -0.9044
H: 0.4337 -2.2875 1.1664
H: -2.1544 0.4070 1.5740
H: -2.9699 -1.7843 2.3993
H: -1.0537 1.6698 0.0800
N: -0.4712 -0.2867 0.8859
N: -1.7060 -1.6757 2.1689

Calculated values
**Charge**: 0
**Frontier orbital gap**: 8.9 eV

## B
Here is the molecule C6H8N2 from the Open Molecules 2025 dataset. Energies are from ωB97M-V with the def2-TZVPD basis set.

Atoms and positions in Å:
N: 1.4617 -0.5282 1.7288
C: 0.4572 -0.4519 1.1083
C: -0.7191 0.1661 0.4738
C: -0.9743 -1.0736 -0.4018
C: 0.1437 -1.0089 -1.4031
N: 0.9212 0.2350 -1.0750
C: -0.3007 1.0388 -0.4720
C: -0.6923 1.6611 0.8125
H: -0.8204 -2.1675 0.1430
H: -2.0350 -1.2859 -0.6883
H: 0.8169 -1.8642 -1.5046
H: -0.3750 -1.1484 -2.4225
H: 1.0699 0.8045 -1.9706
H: -1.0973 1.2956 -1.1527
H: -1.6667 2.3381 0.6433
H: -0.0603 2.0904 1.6697

Calculated values
**SMILES**: N#C[C@]12CCN[C@@H]1C2
**Charge**: 0
**Frontier orbital gap**: 10.4 eV

Most stable = A